# 1
Below is a structure of composition C35H26AsCuNO5 in a non-equilibrium geometry, with properties calculated with ωB97M-V/def2-TZVPD.

XYZ file:
```
69
Properties=species:S:1:pos:R:3:nbo_charge:R:1
Cu -1.359 -1.378 0.143 1.410
O -3.480 -2.748 -2.772 -0.616
C -2.862 -2.106 -1.945 0.737
O -1.931 -2.542 -1.165 -0.799
C -3.154 -0.613 -1.818 0.145
C -3.938 0.027 -2.794 -0.232
C -4.131 1.372 -2.704 -0.108
C -3.552 2.089 -1.631 -0.114
C -3.713 3.482 -1.462 -0.183
C -3.122 4.127 -0.411 -0.209
C -2.352 3.404 0.522 -0.188
C -2.192 2.052 0.401 -0.231
C -2.783 1.369 -0.684 0.237
N -2.601 0.026 -0.810 -0.555
H -4.349 -0.586 -3.584 0.256
H -4.721 1.911 -3.435 0.218
H -4.316 4.026 -2.179 0.215
H -3.253 5.194 -0.289 0.218
H -1.883 3.927 1.347 0.218
H -1.618 1.473 1.113 0.258
C 5.053 -2.768 -2.426 -0.207
C 4.945 -1.395 -2.239 -0.209
C 3.777 -0.852 -1.731 -0.238
C 2.710 -1.682 -1.404 -0.204
C 2.816 -3.053 -1.599 -0.256
C 3.988 -3.596 -2.110 -0.197
As 1.030 -0.929 -0.715 0.848
C 0.562 -0.003 -2.370 -0.237
C -0.103 -0.793 -3.308 -0.262
C -0.517 -0.260 -4.518 -0.196
C -0.264 1.074 -4.805 -0.211
C 0.443 1.853 -3.902 -0.210
C 0.862 1.316 -2.692 -0.255
C 1.814 0.413 0.451 -0.316
C 1.391 1.735 0.513 -0.229
C 1.924 2.596 1.462 -0.211
C 2.875 2.143 2.362 -0.195
C 3.292 0.820 2.315 -0.207
C 2.762 -0.038 1.366 -0.211
H 5.971 -3.189 -2.814 0.215
H 5.774 -0.746 -2.491 0.216
H 3.692 0.219 -1.588 0.219
H 1.976 -3.691 -1.351 0.223
H 4.067 -4.666 -2.259 0.216
H -0.287 -1.837 -3.085 0.234
H -1.049 -0.886 -5.224 0.222
H -0.609 1.504 -5.737 0.214
H 0.674 2.884 -4.141 0.214
H 1.435 1.927 -2.005 0.218
H 0.630 2.092 -0.168 0.220
H 1.590 3.626 1.503 0.213
H 3.289 2.814 3.103 0.213
H 4.026 0.457 3.023 0.216
H 3.090 -1.072 1.336 0.216
O -2.612 -0.016 4.259 -0.674
C -1.591 -0.743 4.790 0.400
C -1.347 -0.801 6.157 -0.315
C -0.301 -1.569 6.643 -0.181
C 0.510 -2.280 5.772 -0.247
C 0.266 -2.221 4.409 -0.146
C -0.777 -1.453 3.912 -0.230
C -1.063 -1.431 2.448 0.780
O -1.668 -2.385 1.903 -0.705
O -0.682 -0.454 1.730 -0.765
H -3.150 0.349 4.966 0.482
H -1.980 -0.242 6.838 0.208
H -0.126 -1.611 7.710 0.215
H 1.322 -2.884 6.153 0.217
H 0.882 -2.782 3.717 0.219
```

Computed properties:
highest occupied orbital energy (spin up / spin down): -8.603 / -8.746 eV
<S²>: 0.753
lowest unoccupied orbital energy (spin up / spin down): -0.35 / -0.50 eV
2S+1: 2
strongest force on any atom: 1.018 eV Å⁻¹
electronic energy: -5656.618532 hartree


# 2
Below is a structure of composition C35H26BrN6O4SW in a non-equilibrium geometry, with properties calculated with ωB97M-V/def2-TZVPD.

XYZ file:
```
74
Properties=species:S:1:pos:R:3:lowdin_charge:R:1
W 0.230 -0.120 -0.051 1.786
C 3.633 2.872 -0.110 -0.058
O 4.560 1.914 -0.601 -0.065
C 4.113 0.814 -1.273 -0.209
C 5.023 0.213 -2.143 0.005
C 4.673 -0.893 -2.892 -0.070
C 3.400 -1.440 -2.794 -0.030
C 2.492 -0.884 -1.912 -0.169
C 1.100 -1.391 -1.693 -0.216
N 0.861 -2.009 -0.480 -0.244
N -0.265 -2.828 -0.380 0.094
C -1.390 -2.213 -0.534 -0.412
O -1.403 -0.897 -0.804 -0.215
C -2.656 -2.939 -0.372 -0.155
C -3.835 -2.220 -0.188 -0.021
C -5.033 -2.894 -0.013 -0.072
C -5.057 -4.281 -0.029 -0.075
C -3.880 -4.997 -0.206 -0.070
C -2.678 -4.333 -0.375 -0.021
C 2.850 0.235 -1.153 -0.252
O 1.868 0.709 -0.328 -0.324
H 4.220 3.757 0.122 0.098
H 3.127 2.521 0.792 0.080
H 2.886 3.121 -0.868 0.093
H 6.005 0.659 -2.223 0.124
H 5.394 -1.329 -3.570 0.109
H 3.115 -2.302 -3.384 0.118
H 0.613 -1.859 -2.547 0.136
H -3.795 -1.139 -0.175 0.114
H -5.951 -2.339 0.128 0.106
H -5.995 -4.806 0.096 0.107
H -3.903 -6.079 -0.223 0.107
H -1.748 -4.867 -0.509 0.112
Br 1.168 0.171 7.149 0.755
C 0.496 -0.108 5.400 -0.685
C 0.093 -1.387 5.006 -0.075
C -0.337 -1.609 3.716 0.008
C -0.326 -0.575 2.782 -0.357
O -0.668 -0.796 1.528 -0.239
C 0.071 0.725 3.190 -0.155
C 0.111 1.816 2.293 -0.003
N -0.107 1.723 1.001 -0.017
C -0.105 2.877 0.194 -0.185
C -0.018 4.191 0.613 0.014
C -0.004 5.235 -0.318 -0.046
C -0.121 4.996 -1.662 -0.007
C -0.275 3.677 -2.128 -0.136
C -0.478 3.338 -3.481 0.037
C -0.639 2.022 -3.828 -0.004
C -0.570 1.036 -2.846 -0.055
N -0.368 1.311 -1.567 -0.005
C -0.245 2.618 -1.192 -0.137
C 0.461 0.941 4.526 -0.086
H 0.136 -2.202 5.716 0.114
H -0.648 -2.594 3.393 0.136
H 0.336 2.786 2.725 0.133
H 0.035 4.435 1.665 0.112
H 0.088 6.251 0.040 0.118
H -0.113 5.817 -2.367 0.125
H -0.522 4.120 -4.227 0.133
H -0.808 1.730 -4.854 0.121
H -0.693 -0.009 -3.089 0.119
H 0.761 1.934 4.836 0.116
S 2.392 -1.341 1.646 0.852
C 3.543 -0.751 2.724 -0.717
N 4.684 -1.514 2.871 0.071
C 5.653 -1.214 3.753 -0.043
C 5.525 -0.100 4.526 -0.031
C 4.382 0.689 4.302 -0.093
N 3.442 0.390 3.435 0.091
H 4.735 -2.338 2.287 0.141
H 6.506 -1.876 3.800 0.140
H 6.270 0.168 5.257 0.112
H 4.242 1.608 4.863 0.121
```

Computed properties:
highest occupied orbital energy: -9.937 eV
lowest unoccupied orbital energy: -3.91 eV
strongest force on any atom: 2.577 eV Å⁻¹
electronic energy: -5017.970483 hartree
total charge: +1


# 3
Below is a structure of composition C35H26F5O4PtSb2, with properties calculated with ωB97M-V/def2-TZVPD.

XYZ file:
```
73
Properties=species:S:1:pos:R:3:lowdin_charge:R:1
Pt 2.249 1.595 0.854 0.903
O 0.298 2.834 4.151 0.065
C 0.988 2.662 3.171 -0.572
O 0.767 1.715 2.292 -0.322
C 2.217 3.588 2.863 -0.571
O 2.449 4.535 3.580 0.071
O 2.880 3.295 1.782 -0.190
C 0.806 -1.691 1.775 -0.350
C -0.555 -2.021 2.373 -0.369
C -1.354 -0.810 2.903 -0.360
Sb -1.899 0.297 1.149 1.544
C -3.124 1.951 1.785 -0.356
C -4.506 2.008 1.618 -0.137
C -5.217 3.153 1.955 -0.107
C -4.557 4.261 2.466 -0.104
C -3.180 4.221 2.632 -0.080
C -2.472 3.081 2.286 -0.118
C -3.555 -1.027 0.702 -0.376
C -4.498 -1.429 1.649 -0.145
C -5.504 -2.328 1.328 -0.097
C -5.585 -2.854 0.044 -0.106
C -4.659 -2.470 -0.912 -0.096
C -3.655 -1.565 -0.582 -0.127
Sb 1.299 -0.535 0.005 1.420
C 0.047 -0.504 -1.704 -0.422
C -0.343 0.738 -2.200 -0.158
C -1.106 0.811 -3.356 -0.081
C -1.489 -0.352 -4.012 -0.097
C -1.090 -1.588 -3.529 -0.102
C -0.312 -1.666 -2.379 -0.131
C 2.689 -1.849 -0.965 -0.340
C 3.417 -1.343 -2.042 -0.124
C 4.275 -2.159 -2.763 -0.075
C 4.410 -3.500 -2.429 -0.093
C 3.672 -4.021 -1.378 -0.095
C 2.815 -3.199 -0.655 -0.127
H 1.392 -2.599 1.633 0.029
H 1.348 -1.058 2.483 0.050
H -0.341 -2.695 3.210 0.105
H -1.167 -2.597 1.670 0.092
H -0.750 -0.173 3.550 0.055
H -2.236 -1.152 3.443 0.044
H -5.047 1.159 1.211 0.082
H -6.291 3.177 1.816 0.094
H -5.113 5.151 2.734 0.095
H -2.652 5.075 3.036 0.107
H -1.400 3.061 2.428 0.067
H -4.450 -1.029 2.657 0.098
H -6.228 -2.621 2.079 0.097
H -6.368 -3.558 -0.207 0.095
H -4.716 -2.873 -1.916 0.097
H -2.945 -1.263 -1.340 0.070
H -0.046 1.640 -1.678 0.090
H -1.404 1.777 -3.744 0.104
H -2.092 -0.292 -4.909 0.098
H -1.381 -2.492 -4.050 0.100
H 0.022 -2.629 -2.014 0.100
H 3.314 -0.303 -2.331 0.095
H 4.844 -1.742 -3.585 0.106
H 5.085 -4.135 -2.989 0.098
H 3.761 -5.068 -1.116 0.098
H 2.252 -3.637 0.160 0.080
F 2.724 3.061 -1.939 0.059
C 3.799 2.318 -1.605 -0.255
C 3.797 1.581 -0.431 -0.250
C 4.942 0.836 -0.204 -0.265
F 5.036 0.061 0.895 0.060
C 6.014 0.797 -1.076 -0.161
F 7.089 0.036 -0.820 0.102
C 5.965 1.533 -2.245 -0.152
F 6.988 1.502 -3.113 0.099
C 4.846 2.302 -2.511 -0.156
F 4.792 3.018 -3.646 0.099
```

Computed properties:
highest occupied orbital energy: -5.810 eV
lowest unoccupied orbital energy: 2.24 eV
strongest force on any atom: 0.645 eV Å⁻¹
electronic energy: -2749.496042 hartree
total charge: -1